125
Properties=species:S:1:pos:R:3:forces:R:3 method="wB97M-V/def2-TZVPD" homo_ev=-9.54 e_above_lowest_kj_mol=0.0 total_charge=+1 e_tot_ha=-2160.77705 homo_lumo_gap_ha=0.1819
C 5.58291 -1.48051 -0.22922 -0.7 -1.3 1.1
C 4.95296 -1.23647 0.79581 -0.7 0.4 -0.3
C 3.95959 -0.89352 1.97521 0.9 0.1 -1.3
C 3.09223 0.39205 1.63502 -1.4 0.3 -0.4
C 3.82688 1.71295 1.49498 -1.3 -0.5 -0.1
C 5.40377 1.88522 1.65677 -1.1 0.2 -0.6
C 5.92206 1.62251 3.13858 1.9 0.0 -1.0
C 7.34313 2.35069 3.25632 2.7 1.9 0.9
C 8.19924 2.70299 2.06923 1.1 0.9 2.2
C 9.52285 3.43098 2.20952 -1.4 -0.8 2.4
C 10.08329 3.80831 3.56303 -3.5 -1.7 -1.2
C 9.23410 3.46149 4.75099 -0.6 -0.4 -2.4
C 7.89975 2.76517 4.60871 1.6 0.6 -2.3
N 3.11390 2.84421 1.20709 1.6 -2.5 0.5
N 1.81898 2.71555 1.03399 -3.3 -0.5 -0.3
C 0.96849 1.62387 1.07425 2.3 -3.1 1.2
O -0.40104 1.75116 0.80930 2.5 0.8 2.9
N -0.56346 2.38007 -0.45632 1.0 -2.3 -2.6
O 0.01467 1.68175 -1.21197 -1.2 1.9 -0.2
C 1.60414 0.27393 1.42556 1.8 2.6 -0.3
C 0.81323 -1.07852 1.51272 0.1 -0.1 0.7
C -0.68059 -0.96734 2.03680 -0.1 0.1 -0.5
C -0.85912 -0.24155 3.43621 -1.6 -1.0 -0.1
C -2.45214 -0.04158 3.63306 -0.1 -0.3 -0.7
C -2.97748 1.35069 3.08070 -0.6 -0.5 -0.1
C -4.45693 1.71953 3.57688 0.7 1.4 -0.8
C -4.96707 3.02823 2.77416 -0.6 0.0 0.5
O -3.88088 3.78395 2.19720 -0.7 -0.3 -0.7
C -4.16062 4.21326 0.85884 0.0 -0.2 -0.8
H 6.05811 -2.11704 -1.02838 -0.6 1.5 1.2
H 4.54006 -0.70409 2.92300 -0.6 -0.2 -1.1
H 3.34365 -1.82369 2.12669 0.5 1.2 -0.2
H 5.93151 1.19402 0.91824 -0.9 0.7 1.1
H 5.64924 2.93741 1.28833 -0.5 -1.3 0.8
H 5.20193 1.95288 3.94087 0.9 -0.3 -0.9
H 6.17281 0.51031 3.21221 -0.6 1.4 0.2
H 7.88133 2.47902 1.01444 0.3 0.2 1.3
H 10.09670 3.68424 1.26880 -0.8 -0.4 1.3
H 11.06608 4.35236 3.60411 -1.3 -0.7 0.2
H 9.62825 3.76587 5.76512 -0.8 -0.5 -1.3
H 7.31018 2.57181 5.54567 0.7 0.2 -1.1
H 1.33112 3.60824 0.82449 0.6 -0.5 0.2
H 0.82220 -1.58917 0.50244 0.1 0.7 1.0
H 1.36138 -1.77382 2.23505 -0.6 1.0 -1.0
H -1.30443 -0.49111 1.20567 0.7 -0.4 1.3
H -1.11136 -2.01977 2.14258 0.8 1.3 -0.2
H -0.56653 -0.99227 4.24363 0.2 1.2 -1.0
H -0.32376 0.74762 3.53407 -0.4 -1.1 -0.1
H -2.94636 -0.85155 2.99174 0.5 0.9 1.0
H -2.78209 -0.27601 4.69709 0.5 0.7 -1.2
H -3.05060 1.31436 1.94158 0.4 0.0 1.4
H -2.22667 2.15664 3.33431 -1.1 -0.7 -0.2
H -5.21361 0.91378 3.35105 1.0 0.6 0.5
H -4.43274 1.99964 4.67008 -0.1 -0.7 -1.1
H -5.69610 2.76834 1.94526 0.8 0.0 1.0
H -5.52037 3.70806 3.49882 0.6 -0.8 -0.8
H -3.17633 4.52684 0.39320 -1.2 -0.1 0.6
H -4.93127 5.04650 0.80283 1.0 -0.8 0.2
H -4.56139 3.36516 0.20247 0.5 0.9 0.9
C -1.03001 -5.58153 -0.31188 0.0 -0.1 0.0
C -0.05003 -4.79355 -1.17135 -0.1 -0.2 0.1
N 1.34302 -4.97083 -0.78479 0.3 0.3 0.2
C 2.24221 -4.00671 -1.40828 -0.1 0.1 0.0
C 2.39228 -4.05525 -2.92884 0.2 0.1 -0.2
C 1.83121 -6.34544 -0.74444 -0.2 -0.3 0.2
C 1.73372 -7.17358 -2.02570 0.1 -0.2 -0.1
H -0.89640 -5.35415 0.74896 0.1 0.0 -0.1
H -2.05493 -5.31915 -0.58405 0.1 0.0 0.0
H -0.92199 -6.65907 -0.45316 0.0 0.1 0.0
H -0.31150 -3.73424 -1.06302 0.2 0.0 -0.1
H -0.21709 -5.04971 -2.22591 -0.1 0.0 -0.1
H 3.23474 -4.09119 -0.95309 -0.1 -0.2 0.1
H 1.89655 -3.00068 -1.13659 -0.1 -0.1 0.0
H 2.99805 -4.90360 -3.24891 -0.1 0.0 0.0
H 2.90584 -3.15308 -3.27486 0.0 0.0 0.0
H 1.43028 -4.09593 -3.44294 0.0 0.0 0.1
H 1.28765 -6.87669 0.04357 -0.1 0.1 -0.1
H 2.87041 -6.35002 -0.39928 -0.1 0.3 -0.1
H 0.76453 -7.07272 -2.51791 0.0 0.0 0.0
H 1.86664 -8.23243 -1.78704 0.0 0.1 0.0
H 2.51377 -6.91064 -2.73906 -0.1 0.0 -0.1
C 2.65359 7.67060 -4.25427 -0.1 0.1 0.0
C 1.97153 6.39816 -3.76856 0.0 0.1 -0.1
N 0.79871 6.64176 -2.93901 -0.1 -0.2 0.4
C 0.32435 5.45224 -2.24629 0.1 0.0 0.0
C -0.20310 4.29508 -3.09592 -0.2 -0.2 0.0
C -0.24248 7.47944 -3.52484 0.1 0.3 -0.1
C -0.85952 7.02726 -4.84852 -0.2 0.0 -0.1
H 2.90696 8.32601 -3.41756 -0.1 0.0 0.0
H 3.58018 7.41827 -4.77491 -0.1 0.0 0.0
H 2.02790 8.22699 -4.95552 0.0 0.0 0.1
H 2.71053 5.84644 -3.17664 -0.2 -0.1 0.1
H 1.73422 5.76887 -4.63673 0.1 0.0 -0.1
H -0.44748 5.73888 -1.52328 0.0 0.2 -0.1
H 1.15238 5.06899 -1.63290 0.2 0.1 -0.1
H -1.19055 4.51087 -3.50539 0.1 0.0 -0.1
H -0.30825 3.40558 -2.47383 0.0 0.3 -0.4
H 0.46924 4.03734 -3.91636 0.0 0.1 0.0
H 0.16966 8.48306 -3.66937 0.1 -0.1 0.0
H -1.04408 7.62475 -2.79303 0.1 -0.2 0.1
H -0.10947 6.70021 -5.57114 0.0 0.0 0.0
H -1.40318 7.86090 -5.30151 0.0 0.0 0.0
H -1.57883 6.22140 -4.70670 0.1 0.0 -0.1
C -4.49885 -3.74393 -1.37324 -0.1 0.1 -0.1
C -5.23524 -4.98804 -0.89278 0.0 0.1 0.0
N -6.40651 -4.69715 -0.07933 -0.1 0.0 0.4
C -6.93619 -5.86861 0.61236 0.2 -0.1 0.1
C -7.49664 -7.00489 -0.24320 -0.2 -0.2 0.0
C -7.40640 -3.82204 -0.68038 0.1 0.3 -0.1
C -8.02390 -4.25390 -2.01082 -0.2 0.1 -0.1
H -4.23049 -3.09567 -0.53450 -0.1 0.0 0.0
H -3.57566 -4.03295 -1.88218 -0.1 0.0 0.0
H -5.09418 -3.16593 -2.08369 0.0 0.0 0.0
H -4.52561 -5.56615 -0.29058 -0.2 -0.1 0.1
H -5.48566 -5.61020 -1.76243 0.1 0.0 -0.1
H -7.70466 -5.55106 1.32429 0.0 0.2 -0.1
H -6.13396 -6.28116 1.23541 0.1 0.1 -0.1
H -8.46952 -6.75165 -0.66622 0.1 0.0 -0.1
H -7.64513 -7.89200 0.37908 0.0 0.1 0.0
H -6.82348 -7.28888 -1.05443 0.0 0.0 0.0
H -6.95372 -2.83476 -0.82257 0.1 -0.1 0.0
H -8.21077 -3.64370 0.04069 0.1 -0.2 0.1
H -7.27802 -4.61202 -2.72314 0.0 0.0 0.0
H -8.52934 -3.40100 -2.47299 0.0 0.0 0.0
H -8.77530 -5.03066 -1.87594 0.1 -0.1 -0.1